No. 1
DFT (ωB97M-V/def2-TZVPD) results for 2 unconnected molecules or ions with the total composition C28H23F4NO2Si in a non-equilibrium geometry.

Last column: Mulliken charge in e.
Element x y z (Å)
C 3.47 -0.06 -2.95  -0.50
C 2.58 -1.00 -3.49  -0.66
C 1.35 -1.26 -2.85  -0.53
C 0.98 -0.51 -1.72  0.41
Si -0.73 -0.60 -1.02  -0.10
C -1.76 -1.71 -2.09  0.33
C -2.32 -2.88 -1.56  -0.29
C -3.12 -3.70 -2.35  -0.69
C -3.37 -3.36 -3.68  -0.55
C -2.80 -2.21 -4.22  -0.74
C -2.00 -1.38 -3.43  -0.17
C -0.81 -1.33 0.68  0.43
C 0.27 -2.02 1.23  -0.27
C 0.12 -2.64 2.48  -0.71
C -1.11 -2.60 3.15  -0.58
C -2.19 -1.91 2.58  -0.73
C -2.04 -1.28 1.35  0.01
C -1.41 1.18 -0.82  0.31
C -1.45 2.08 -2.08  -0.48
C -0.94 3.46 -1.61  -0.79
C -0.34 3.23 -0.22  -0.42
N -0.61 1.86 0.11  0.03
C 1.90 0.38 -1.15  0.27
C 3.13 0.62 -1.77  -0.85
H 4.42 0.13 -3.44  0.36
H 2.83 -1.52 -4.42  0.38
H 0.68 -2.03 -3.24  0.42
H -2.12 -3.16 -0.52  0.27
H -3.56 -4.60 -1.92  0.39
H -4.02 -3.99 -4.29  0.37
H -2.96 -1.96 -5.27  0.38
H -1.56 -0.47 -3.85  0.35
H 1.22 -2.07 0.69  0.37
H 0.98 -3.14 2.93  0.41
H -1.22 -3.09 4.12  0.39
H -3.16 -1.84 3.10  0.40
H -2.89 -0.77 0.88  0.28
H -2.45 0.98 -0.47  0.37
H -0.76 1.68 -2.83  0.11
H -2.47 2.14 -2.47  0.31
H -0.19 3.87 -2.29  0.34
H -1.78 4.16 -1.54  0.26
H 0.74 3.43 -0.22  0.12
H -0.79 3.90 0.53  0.38
H -0.36 1.49 1.02  -0.02
H 1.64 0.89 -0.22  0.30
H 3.82 1.35 -1.34  0.42
O 3.57 2.78 6.38  -0.51
C 3.00 2.33 5.38  0.28
C 3.13 2.94 4.06  0.24
F 4.03 3.94 3.93  -0.27
C 2.37 2.57 3.01  0.23
F 2.54 3.15 1.79  -0.23
C 1.45 1.46 3.07  0.44
O 0.95 0.91 2.06  -0.11
C 1.32 0.84 4.38  -0.24
F 0.49 -0.22 4.47  -0.13
C 2.12 1.17 5.42  0.42
F 2.17 0.40 6.52  -0.26

Output
Structure (SMILES) = c1ccc([Si](c2ccccc2)(c2ccccc2)[C@@H]2CCCN2)cc1.O=C1C(F)=C(F)C(=O)C(F)=C1F
Orbital gap = 4.16 eV
Energy above the lowest of the compared OMol25 structures with the same formula, charge and spin = 0.0 kJ/mol
Strongest force on any atom = 0.08134 Eh/bohr

---

No. 2
DFT (ωB97M-V/def2-TZVPD) results for a molecular structure, C28H24Cl31O5P in a non-equilibrium geometry.

Last column: Mulliken charge in e.
Element x y z (Å)
C 0.92 -2.43 -0.86  -0.37
C 0.83 -0.78 -0.62  0.50
O 1.96 -0.13 -0.34  -0.58
O -0.53 -0.20 -0.70  -0.23
C -0.51 1.19 -1.18  -0.15
C -1.68 1.27 -2.38  -0.72
C -2.15 -0.22 -2.91  0.22
C -1.28 -1.02 -4.08  0.10
P 0.31 -0.37 -4.92  0.32
O 1.22 0.55 -4.01  -0.52
C -1.81 -2.53 -4.58  0.08
Cl -0.85 -3.46 -5.89  -0.17
C -3.18 -3.22 -3.99  -0.92
C -4.03 -2.37 -2.88  0.34
C -3.53 -0.89 -2.31  0.57
C -4.48 -0.18 -1.14  0.22
O -3.96 0.53 -0.11  -0.55
C -6.10 -0.40 -1.28  0.02
C -7.12 0.80 -0.80  -0.48
C -8.73 0.55 -0.99  -0.41
C -9.23 -0.87 -1.66  -0.28
C -8.23 -2.11 -2.11  -0.48
C -6.61 -1.86 -1.91  0.33
C -5.43 -2.98 -2.29  0.35
O -5.63 -4.30 -2.13  -0.59
H -0.14 -2.84 -1.22  0.15
H 1.80 -2.74 -1.57  0.34
H 1.07 -2.89 0.23  -0.02
H -0.81 1.88 -0.27  0.33
H 0.48 1.53 -1.70  0.11
H -2.59 1.87 -1.88  0.29
H -1.31 1.97 -3.26  0.35
H -0.08 0.35 -6.12  0.12
H 1.15 -1.50 -5.32  0.09
H -3.46 -4.28 -4.42  0.34
H -6.77 1.83 -0.33  0.33
H -9.57 1.33 -0.68  0.29
H -10.38 -1.04 -1.82  0.29
H -8.65 -3.10 -2.58  0.33
C 0.14 -7.56 -5.26  0.00
Cl 0.13 -6.68 -6.80  -0.13
Cl 1.74 -8.27 -4.97  -0.13
Cl -0.30 -6.48 -3.93  -0.03
H -0.59 -8.36 -5.31  0.30
C 1.20 -6.28 0.94  0.39
Cl 2.05 -4.73 1.06  -0.10
Cl -0.02 -6.42 2.22  -0.13
Cl 0.45 -6.46 -0.65  -0.06
H 1.93 -7.08 1.07  -0.08
C 4.37 2.74 -1.18  0.26
Cl 3.14 3.80 -1.88  -0.15
Cl 5.71 2.51 -2.32  -0.14
Cl 4.97 3.41 0.35  0.02
H 3.92 1.77 -0.98  0.02
C 5.10 -6.89 2.99  0.06
Cl 3.84 -7.89 2.25  -0.14
Cl 4.39 -5.43 3.70  -0.11
Cl 5.99 -7.81 4.22  -0.12
H 5.80 -6.59 2.21  0.30
C 5.57 7.26 0.27  0.39
Cl 4.34 8.32 -0.43  -0.13
Cl 6.91 7.02 -0.88  -0.12
Cl 6.17 7.93 1.79  -0.14
H 5.12 6.29 0.47  -0.01
C 7.32 2.12 3.20  -0.01
Cl 6.99 3.79 2.71  -0.03
Cl 8.04 1.21 1.86  -0.13
Cl 8.39 2.09 4.61  -0.11
H 6.37 1.65 3.47  0.31
C 3.73 3.95 5.56  0.03
Cl 3.18 3.49 7.18  -0.12
Cl 4.40 5.59 5.57  -0.15
Cl 4.93 2.79 4.96  -0.12
H 2.87 3.93 4.88  0.30
C 1.23 7.29 6.70  0.62
Cl 1.20 7.47 8.46  -0.13
Cl 0.06 6.07 6.18  -0.10
Cl 0.89 8.85 5.92  -0.15
H 2.23 6.97 6.40  -0.21
C -1.24 7.85 3.04  0.33
Cl -2.26 8.88 2.02  -0.14
Cl -2.18 6.51 3.71  -0.12
Cl 0.14 7.23 2.12  -0.07
H -0.86 8.45 3.87  0.00
C -3.76 -4.33 1.13  -0.20
Cl -3.77 -3.45 -0.41  0.12
Cl -2.16 -5.05 1.42  -0.01
Cl -4.20 -3.25 2.46  -0.14
H -4.49 -5.14 1.08  0.31

Output
Orbital gap = 7.01 eV
Energy above the lowest of the compared OMol25 structures with the same formula, charge and spin = 2163.1 kJ/mol
Strongest force on any atom = 0.16429 Eh/bohr

---

No. 3
DFT (ωB97M-V/def2-TZVPD) results for a molecular structure, C28H24LiN2 in a non-equilibrium geometry.

Last column: Mulliken charge in e.
Element x y z (Å)
C 4.59 0.40 0.51  -1.49
N 3.27 0.34 1.12  0.16
C 2.16 1.00 0.65  -1.40
C 1.07 0.70 1.46  -0.39
C -0.29 1.34 1.35  0.99
C -1.41 0.34 1.51  -0.36
C -1.31 -0.98 1.10  -0.80
N -2.51 -1.62 1.27  0.16
C -2.75 -3.00 0.92  -0.97
C -3.44 -0.71 1.80  -0.12
C -2.77 0.55 1.97  0.94
C -3.50 1.59 2.55  -0.12
C -4.83 1.35 2.95  -1.04
C -5.45 0.10 2.77  -0.63
C -4.75 -0.96 2.16  -0.99
C 1.51 -0.27 2.42  1.26
C 2.90 -0.48 2.18  -0.62
C 3.67 -1.45 2.80  -1.10
C 3.01 -2.27 3.73  -0.63
C 1.64 -2.08 4.01  -1.07
C 0.90 -1.06 3.40  0.20
H 5.07 -0.58 0.58  0.32
H 4.51 0.68 -0.55  0.55
H 5.26 1.12 1.03  0.48
H 2.20 1.58 -0.28  1.35
H -0.35 1.68 0.29  0.70
H -0.45 -1.51 0.69  0.59
H -3.76 -3.29 1.24  0.31
H -2.65 -3.16 -0.16  0.32
H -2.02 -3.64 1.42  0.33
H -3.05 2.56 2.68  0.34
H -5.40 2.16 3.42  0.39
H -6.47 -0.06 3.11  0.38
H -5.20 -1.93 1.98  0.26
H 4.72 -1.56 2.55  0.34
H 3.56 -3.05 4.25  0.41
H 1.15 -2.75 4.72  0.42
H -0.15 -0.89 3.66  0.48
C 0.58 3.00 4.33  -1.55
Li 3.75 2.62 0.45  0.99
C -0.41 2.29 3.71  -0.25
C -0.42 2.56 2.21  0.24
C 0.77 3.50 2.06  -0.57
C 1.39 3.69 3.31  0.78
C 2.66 4.27 3.35  -0.71
C 3.28 4.68 2.17  -0.28
C 2.60 4.60 0.94  -1.75
C 1.33 3.98 0.88  0.12
H 0.82 3.05 5.39  0.47
H -1.12 1.62 4.18  0.53
H -1.33 3.10 1.92  0.96
H 3.16 4.37 4.32  0.47
H 4.27 5.13 2.19  0.50
H 3.02 5.03 0.02  0.57
H 0.77 3.89 -0.05  0.55

Output
Orbital gap = 6.43 eV
Total charge = +1
Strongest force on any atom = 0.03795 Eh/bohr

---

No. 4
DFT (ωB97M-V/def2-TZVPD) results for a molecular structure, C28H25Cl2N7O2Pt.

Last column: Mulliken charge in e.
Element x y z (Å)
Pt 1.29 0.01 0.49  0.69
C -4.29 -3.80 1.64  -1.52
C -3.28 -2.69 1.76  0.57
C -3.66 -1.35 1.81  -1.04
C -2.74 -0.33 1.84  -0.10
C -1.36 -0.58 1.84  0.65
N -0.40 0.40 1.74  -0.51
C -0.59 1.64 2.29  0.37
C -1.13 1.84 3.57  0.03
C -1.18 3.08 4.15  -0.96
C -0.67 4.21 3.51  0.53
C -0.64 5.56 4.19  -1.52
C -0.16 4.04 2.24  -0.64
C -0.16 2.80 1.62  -0.19
N 0.20 2.77 0.23  0.23
C -0.10 3.73 -0.67  -0.05
C 0.49 3.39 -1.87  -1.30
C 1.13 2.18 -1.62  0.18
N 0.95 1.81 -0.36  -0.21
C -0.98 -1.94 1.87  -0.20
C -1.92 -2.96 1.79  -0.63
N 0.38 -2.32 2.08  0.25
C 0.79 -3.34 2.87  -0.11
C 2.17 -3.41 2.79  -1.14
C 2.53 -2.38 1.92  0.13
N 1.45 -1.73 1.51  -0.41
H -5.21 -3.55 2.17  0.38
H -3.91 -4.74 2.04  0.36
H -4.56 -3.98 0.59  0.28
H -4.72 -1.11 1.80  0.38
H -3.07 0.70 1.84  0.52
H -1.49 0.97 4.10  0.51
H -1.60 3.18 5.15  0.37
H -1.47 5.66 4.89  0.37
H -0.70 6.37 3.47  0.36
H 0.28 5.69 4.76  0.29
H 0.24 4.90 1.70  0.55
H -0.72 4.56 -0.39  0.52
H 0.44 3.94 -2.80  0.41
H 1.68 1.53 -2.28  0.44
H -1.57 -3.99 1.75  0.50
H 0.08 -3.91 3.43  0.51
H 2.81 -4.10 3.30  0.40
H 3.50 -2.02 1.61  0.37
N 4.52 0.17 0.87  -0.46
C 4.08 -0.13 -0.50  -0.45
C 2.67 -0.40 -0.78  -0.71
O 3.05 -0.49 -4.17  -0.65
O -0.55 -1.77 -2.70  -0.21
H 3.88 0.81 1.30  0.17
H 5.45 0.59 0.87  0.26
H 4.68 -0.95 -0.92  0.37
H 4.25 0.69 -1.23  0.25
Cl 1.73 -1.02 -3.59  0.86
C 0.75 -1.36 -5.02  0.61
C 1.36 -1.20 -6.24  -0.63
C 0.62 -1.44 -7.39  -0.32
C -0.71 -1.84 -7.33  -0.66
C -1.31 -1.99 -6.09  0.69
Cl -2.96 -2.48 -6.02  -0.18
C -0.59 -1.76 -4.91  -0.56
N -1.26 -1.90 -3.67  -0.30
H 2.39 -0.87 -6.26  0.50
H 1.09 -1.32 -8.36  0.37
H -1.28 -2.04 -8.22  0.42

Output
Orbital gap = 5.51 eV
Energy above the lowest of the compared OMol25 structures with the same formula, charge and spin = 528.2 kJ/mol
Strongest force on any atom = 0.00461 Eh/bohr

---

No. 5
DFT (ωB97M-V/def2-TZVPD) results for a molecular structure, C28H25ClEuNP in a non-equilibrium geometry.

Last column: Löwdin spin population.
Element x y z (Å)
C -2.98 -1.16 -2.95  -0.01
C -2.06 -1.36 -4.04  0.00
C -1.66 -0.07 -4.51  0.00
H -1.78 -2.31 -4.48  0.00
C -2.21 0.92 -3.64  0.00
C -3.01 0.25 -2.65  0.00
H -3.56 0.72 -1.84  0.00
H -3.50 -1.94 -2.39  0.00
H -1.03 0.13 -5.37  0.00
H -2.07 2.00 -3.74  0.00
Eu -1.38 -1.12 -0.95  6.14
Cl 0.03 -3.24 -1.37  -0.01
C 2.95 0.03 -2.58  0.00
C 2.44 1.25 -3.12  0.00
C 1.72 0.93 -4.31  0.00
H 2.58 2.24 -2.72  0.00
C 1.93 -0.46 -4.60  0.00
C 2.63 -1.03 -3.50  0.00
H 2.84 -2.08 -3.36  0.00
H 3.45 -0.09 -1.63  0.00
H 1.35 1.66 -5.03  0.00
H 1.62 -0.97 -5.51  0.00
N -0.06 0.59 -0.40  0.00
P 0.08 0.30 1.15  0.02
C -1.47 -0.54 1.62  0.17
C -2.65 0.14 1.21  0.18
C -3.89 -0.50 1.23  0.04
C -3.97 -1.85 1.62  0.20
C -2.80 -2.56 1.93  0.15
C -1.55 -1.92 1.90  0.04
C 1.68 -0.50 1.53  0.00
C 1.88 -1.89 1.48  0.00
C 3.13 -2.42 1.80  0.00
C 4.23 -1.58 2.00  0.00
C 4.06 -0.19 1.89  0.00
C 2.79 0.34 1.66  0.00
C 0.02 1.67 2.33  0.01
C -0.05 1.39 3.69  0.00
C -0.13 2.45 4.60  0.00
C -0.16 3.77 4.12  0.00
C -0.11 4.03 2.75  0.00
C -0.03 2.98 1.83  0.00
H -2.58 1.15 0.78  0.01
H -4.81 0.05 0.99  0.00
H -4.95 -2.33 1.74  0.02
H -2.88 -3.61 2.23  0.01
H -0.65 -2.50 2.09  0.00
H 1.08 -2.56 1.16  0.00
H 3.25 -3.51 1.88  0.00
H 5.22 -2.00 2.23  0.00
H 4.92 0.47 2.00  0.00
H 2.67 1.43 1.58  0.00
H -0.05 0.35 4.04  0.00
H -0.17 2.23 5.67  0.00
H -0.21 4.59 4.85  0.00
H -0.14 5.07 2.39  0.00
H -0.01 3.14 0.75  0.00

Output
Orbital gap (spin up / spin down) = 4.00 / 4.15 eV
Total charge = -2
Strongest force on any atom = 0.05428 Eh/bohr
2S+1 = 8
Expectation value of S² = 15.78

---

No. 6
DFT (ωB97M-V/def2-TZVPD) results for a molecular structure, C28H25ClI2N7O10V.

Last column: Löwdin spin population.
Element x y z (Å)
V 0.32 -0.24 0.39  1.92
C -0.73 3.76 0.49  0.00
C 0.49 4.28 1.28  0.00
N 1.45 3.26 1.64  0.00
C 1.42 2.79 3.02  0.00
C 1.32 1.29 3.21  0.00
N 0.20 0.61 2.54  0.00
C -1.14 1.04 2.95  0.00
C -1.63 2.32 2.25  0.00
N -1.15 2.44 0.89  0.00
H -1.53 4.52 0.58  0.00
H -0.47 3.71 -0.57  0.00
H 0.98 5.04 0.66  0.00
H 0.14 4.81 2.17  0.00
H 2.38 3.46 1.33  0.00
H 2.33 3.10 3.56  0.00
H 0.60 3.28 3.54  0.00
H 2.23 0.80 2.86  0.00
H 1.25 1.12 4.30  0.00
H 0.26 -0.37 2.82  0.00
H -1.82 0.22 2.71  0.00
H -1.20 1.19 4.03  0.00
H -2.73 2.33 2.31  0.00
H -1.31 3.20 2.81  0.00
H -1.80 2.02 0.24  0.00
Cl 4.83 4.07 -2.68  0.00
C 4.06 2.89 -1.65  0.01
C 4.78 2.29 -0.65  0.00
C 4.20 1.32 0.18  0.01
I 5.34 0.43 1.67  0.00
C 2.88 0.92 0.03  0.00
O 2.29 0.01 0.72  0.01
C 2.13 1.62 -0.98  0.00
N 0.83 1.27 -1.06  0.00
C 0.08 1.74 -2.02  0.01
C 0.57 2.65 -2.97  0.00
C 1.87 3.07 -2.87  0.01
C 2.70 2.55 -1.85  0.00
H 5.82 2.56 -0.51  0.00
H -0.95 1.39 -2.05  0.00
H -0.08 3.01 -3.75  0.00
H 2.28 3.78 -3.58  0.00
O -6.54 -4.02 1.02  0.00
N -5.36 -4.28 1.18  0.00
O -4.95 -5.38 1.51  -0.01
C -4.39 -3.22 0.96  0.01
C -4.83 -1.98 0.59  0.07
C -3.89 -0.98 0.36  0.01
C -2.49 -1.19 0.48  0.02
O -1.64 -0.29 0.18  0.03
C -2.10 -2.49 0.96  0.00
C -3.04 -3.50 1.15  0.09
N -0.76 -2.80 1.20  0.33
O 0.08 -1.84 1.58  0.09
O -0.40 -3.99 1.33  0.35
N -4.43 0.31 -0.06  0.00
O -5.62 0.51 0.15  0.00
O -3.71 1.12 -0.62  0.00
H -5.89 -1.77 0.47  0.00
H -2.70 -4.47 1.46  0.01
I 1.42 -7.53 -4.58  0.00
C 1.40 -5.62 -3.73  0.00
C 2.05 -4.58 -4.38  0.00
C 2.03 -3.32 -3.81  0.00
C 1.35 -3.09 -2.62  0.00
C 0.71 -4.15 -1.98  0.00
C 0.73 -5.42 -2.53  0.00
C 1.35 -1.70 -2.03  0.00
O 2.13 -0.86 -2.45  0.00
O 0.48 -1.53 -1.09  0.01
H 2.56 -4.76 -5.32  0.00
H 2.53 -2.49 -4.28  0.00
H 0.21 -3.97 -1.04  0.00
H 0.24 -6.24 -2.03  0.00

Output
Orbital gap (spin up / spin down) = 6.23 / 7.39 eV
Energy above the lowest of the compared OMol25 structures with the same formula, charge and spin = 0.0 kJ/mol
Total charge = -1
Strongest force on any atom = 0.01077 Eh/bohr
2S+1 = 4
Expectation value of S² = 3.78

---

No. 7
DFT (ωB97M-V/def2-TZVPD) results for a molecular structure, C28H25HgN5O2S.

Last column: Löwdin spin population.
Element x y z (Å)
Hg 0.09 2.32 0.88  0.02
C 3.16 2.94 3.05  0.00
C 2.20 2.75 4.04  0.00
C 1.24 3.73 4.26  0.00
C 1.24 4.89 3.49  0.00
C 2.19 5.07 2.51  0.00
C 3.16 4.09 2.29  0.00
H 3.90 2.17 2.87  0.00
H 2.20 1.85 4.63  0.00
H 0.50 3.59 5.03  0.00
H 0.48 5.65 3.66  0.00
H 2.19 5.97 1.91  0.00
H 3.90 4.24 1.52  0.00
N 1.02 -3.87 -3.43  0.00
C 0.69 -2.51 -3.29  0.00
C -0.59 -2.06 -3.61  0.00
C -0.94 -0.74 -3.43  0.00
C -0.01 0.16 -2.92  0.00
C 1.27 -0.28 -2.61  0.00
C 1.62 -1.61 -2.78  0.00
S -0.37 1.91 -2.78  0.00
O -0.93 2.32 -4.05  0.00
O 0.89 2.51 -2.39  0.00
N -1.35 2.10 -1.55  0.00
C -2.57 1.56 -1.38  0.00
N -3.20 0.84 -2.34  0.00
C -4.40 0.36 -2.05  0.00
C -5.03 0.55 -0.84  0.00
C -4.31 1.29 0.09  0.00
N -3.12 1.80 -0.15  0.00
H 0.51 -4.37 -4.13  0.00
H 2.01 -4.07 -3.46  0.00
H -1.31 -2.77 -4.01  0.00
H -1.93 -0.38 -3.67  0.00
H 1.98 0.44 -2.23  0.00
H 2.61 -1.95 -2.52  0.00
H -4.89 -0.20 -2.85  0.00
H -6.01 0.14 -0.62  0.00
H -4.72 1.49 1.08  0.00
C -3.46 -2.18 1.37  0.12
C -3.08 -1.19 2.28  -0.01
C -1.79 -0.69 2.26  0.10
C -0.84 -1.19 1.35  0.02
C -1.25 -2.16 0.40  0.10
C -2.55 -2.64 0.42  -0.01
N 0.41 -0.66 1.40  0.43
C 1.52 -1.31 0.94  0.02
C 1.71 -2.70 1.07  0.07
C 2.92 -3.28 0.71  -0.01
C 3.95 -2.51 0.20  0.07
C 3.77 -1.13 0.06  -0.01
C 2.58 -0.54 0.43  0.06
H -4.47 -2.57 1.39  0.01
H -3.79 -0.81 2.99  0.00
H -1.48 0.10 2.93  0.00
H -0.55 -2.48 -0.36  0.00
H -2.85 -3.38 -0.31  0.00
H 0.92 -3.31 1.49  0.00
H 3.06 -4.35 0.84  0.00
H 4.89 -2.96 -0.09  0.00
H 4.56 -0.52 -0.36  0.00
H 2.42 0.53 0.34  0.00

Output
Orbital gap (spin up / spin down) = 6.87 / 5.06 eV
Energy above the lowest of the compared OMol25 structures with the same formula, charge and spin = 0.0 kJ/mol
Total charge = -1
Strongest force on any atom = 0.00624 Eh/bohr
2S+1 = 2
Expectation value of S² = 0.79